Computed, not measured: a structure of composition C36H81BBrN2O11PSSi2, with wB97M-V/def2-TZVPD.

```
! RIJCOSX wB97M-V def2-TZVPD def2/J DEFGRID3
* xyz 0 1
H 10.360 3.052 1.421
H -13.664 4.024 5.538
C 3.850 0.197 -4.284
H -3.808 2.585 1.103
B 0.656 -0.896 -5.453
C -9.581 2.297 2.420
H 0.996 -3.539 -4.500
C 3.539 -5.757 0.329
H 11.754 5.117 -1.916
H -2.461 5.307 1.296
C 0.114 -6.120 -8.272
H 4.504 5.755 -0.132
C -0.209 -4.660 -8.542
H 0.491 -2.512 0.670
H -11.601 4.707 4.537
H 6.381 4.373 -0.862
O 1.186 -1.247 -6.714
H 6.210 2.802 1.737
H 1.058 -6.450 -8.705
H 3.300 0.841 -3.585
H 0.334 -5.145 5.324
C 10.931 4.946 -1.223
C 5.387 0.293 -4.109
C 0.483 -4.062 5.313
H -2.075 2.905 1.067
H 3.374 -5.046 1.141
H -7.380 2.313 0.430
C 2.946 -7.893 -0.480
S 3.402 -0.705 -0.497
H 10.340 5.863 -1.160
H 5.700 1.276 -4.481
C -12.888 4.300 6.257
H -8.199 0.650 2.546
H 1.005 -6.938 -0.666
H 2.077 -2.703 4.817
O -9.150 2.980 1.234
H 0.458 -3.704 6.342
C 2.018 -6.846 -1.072
O -0.507 -0.087 -5.406
O 9.460 3.266 -0.431
C 11.378 4.523 0.166
C -12.684 3.174 7.256
H -1.124 -0.500 -4.805
H 5.678 0.142 -3.064
C -1.189 -4.346 -7.425
H -2.214 -4.599 -7.714
H -1.526 -3.913 4.467
C 0.692 -2.580 -0.415
H -13.170 5.248 6.715
H 0.432 -1.297 -7.304
H -3.767 4.847 0.195
C -3.356 4.687 1.192
H 4.022 -1.794 -3.279
H -7.213 3.440 3.254
O 4.668 2.504 0.408
H 3.628 0.589 -0.069
O -3.981 4.209 3.425
H 3.789 -8.071 -1.153
C -11.800 2.219 6.472
H -12.149 3.546 8.133
H -1.159 -3.296 -7.124
H -10.839 5.002 6.113
C 10.046 3.782 -1.633
H 1.905 -3.147 2.475
H -8.420 1.490 4.087
H 3.658 3.648 -0.972
H 4.628 5.118 1.513
H -1.251 0.264 -1.168
C 1.768 -3.725 4.578
H 0.694 -4.052 -8.430
H 12.198 3.804 0.091
C -8.351 1.629 3.008
N 1.110 -3.186 -3.552
N -1.205 0.840 -0.332
H 9.256 4.077 -2.326
H -10.366 1.584 2.165
C 1.330 -3.809 3.126
H 9.452 4.557 1.170
H 2.675 -7.292 1.569
H -5.367 4.745 2.007
H 1.096 -5.906 -6.347
H 1.961 -6.899 -2.160
H -0.715 -2.354 4.711
H 2.596 -4.394 4.810
H 2.952 3.641 0.657
H -0.622 -4.477 -9.533
H 4.371 -7.597 1.168
Br 6.379 -1.045 -5.169
H 4.517 -5.552 -0.120
C -7.719 3.011 1.203
H -0.683 -6.755 -8.667
H 0.902 1.863 0.383
C -0.563 -3.402 4.431
C -4.345 5.013 2.298
H -4.331 6.067 2.581
C -3.031 3.219 3.009
C 0.113 -6.166 -6.754
C 10.132 3.837 0.699
H 1.400 -3.410 -0.598
H 11.707 5.351 0.794
H 6.705 2.228 0.133
C 3.890 3.669 0.099
H -11.141 1.632 7.114
H -0.178 -7.141 -6.362
H 1.935 -3.643 -3.167
H -0.257 -2.829 -0.912
C 3.431 -7.202 0.783
H -2.052 3.497 3.417
C 6.026 2.897 0.661
O 0.894 -0.441 -2.541
C -7.245 2.579 2.581
C 6.152 4.338 0.206
O -0.825 -5.175 -6.314
H 1.413 -4.833 2.743
H -13.611 2.712 7.594
H -6.255 2.124 2.566
C -11.536 4.356 5.568
C 3.395 -1.293 -4.037
Si 1.529 -1.469 -3.759
O -0.055 -3.435 3.091
H 2.449 -8.845 -0.298
O -11.011 3.022 5.587
H -12.398 1.531 5.865
H -9.995 3.039 3.108
H -7.382 4.015 0.936
C 4.749 4.870 0.454
H 3.600 0.413 -5.333
H 6.931 4.882 0.739
P 0.245 0.600 0.360
H 3.610 -1.825 -4.984
Si 1.304 -0.884 -0.952
H 10.633 2.981 -2.095
H 0.064 0.071 1.682
O 2.539 -5.568 -0.682
C -3.020 3.236 1.490
H -3.313 2.247 3.418
*
```

HOMO, eV: -7.965
Max |F|, eV Å⁻¹: 2.921
HOMO-LUMO gap, eV: 8.5
LUMO, eV: 0.506

***

Computed, not measured: a structure of composition C36H81BrF4GaO7, with wB97M-V/def2-TZVPD.

```
! RIJCOSX wB97M-V def2-TZVPD def2/J DEFGRID3
* xyz -1 1
H 6.753 -0.946 -1.831
H -1.460 -7.597 1.074
O -2.195 -4.706 2.668
H 3.282 2.834 4.902
Ga 1.523 0.534 3.453
H -4.492 7.640 -0.128
H -0.792 -5.912 -10.498
C 3.716 2.149 5.667
C 0.235 0.130 -1.376
Br 2.576 1.921 7.276
H 4.495 -1.432 -0.806
H -3.403 2.349 2.559
C -0.727 -0.501 -4.133
O 0.536 -1.060 -2.102
H -2.524 4.644 3.045
C -2.458 -5.961 2.069
C 1.440 -3.744 -7.988
H -0.735 -3.975 1.392
H 2.073 -6.985 -0.302
C -0.033 -5.580 -8.506
H 2.344 -3.569 -7.401
C 2.811 -5.032 -0.767
H -3.665 -3.092 1.082
O 5.403 -0.069 0.458
H -3.274 -5.876 1.342
H 0.166 0.986 -2.058
O 1.114 -5.114 -7.815
F 1.187 3.063 0.627
H -3.504 7.717 3.791
C 4.347 1.201 -1.360
H -4.392 9.249 -0.876
H -4.174 5.255 3.126
H -0.372 2.314 3.759
H -1.134 0.913 0.090
H 3.798 -0.735 3.524
H 3.795 -5.239 -0.340
H 6.466 1.068 -0.909
C 0.354 -2.795 -7.510
H -2.824 -6.613 2.867
C 5.389 -1.332 -0.182
H 3.393 1.177 -0.830
O 0.795 -6.149 -1.620
C 0.636 3.791 1.655
C -1.230 -6.592 1.437
H 0.697 -1.760 -7.576
C 1.314 -5.859 -4.008
O -4.744 8.514 2.411
C -1.714 -3.695 1.792
H 1.064 -5.246 -4.877
H -0.933 -5.082 -8.129
H 1.016 -6.891 -4.207
C 0.616 -5.331 -2.766
H -1.362 -1.777 -2.498
H 4.338 0.386 -2.088
C -3.421 8.329 2.891
C -0.246 -1.775 4.955
H -2.310 -2.507 0.094
C -4.648 3.645 5.329
C -4.022 3.088 3.071
H -4.280 4.675 5.272
H -0.414 -6.657 2.161
C 1.349 3.559 3.023
H -5.952 9.326 1.015
H -6.673 4.173 5.858
C -0.441 -1.498 -3.024
C 0.466 -0.955 4.408
H 1.705 -3.544 -9.032
H 5.296 -2.075 0.613
H 2.400 -5.849 -3.895
H 0.106 -4.403 -10.328
H 3.847 -0.043 5.920
F 0.726 5.163 1.371
H 1.258 4.530 3.593
H 2.211 -4.495 -0.030
F 1.187 0.253 1.601
H 2.716 -6.862 -1.928
C -1.008 0.016 -0.517
O -3.909 2.809 4.457
H -3.089 8.664 0.160
H 1.092 0.319 -0.728
C 4.101 0.710 5.132
C -4.881 9.279 1.226
H -2.826 -4.191 -0.010
H -1.746 9.421 3.699
C 0.747 2.376 3.890
H -0.459 -5.299 -2.953
H 0.894 2.590 4.990
H -2.547 10.248 2.364
F -0.707 3.503 1.651
H -1.414 -0.933 -4.866
H 6.625 -2.645 -1.369
H 2.454 3.372 2.888
H -6.421 3.995 4.121
C 5.503 1.066 -0.383
H 4.659 2.640 6.040
H -6.506 2.558 5.135
H 4.423 2.140 -1.911
H -3.317 10.212 3.947
H 2.952 -4.366 -1.621
H 0.924 -4.302 -2.550
C -4.172 8.673 0.026
H -4.554 10.310 1.397
H -0.134 -6.637 -8.250
H 5.234 0.697 5.056
H 5.510 1.936 0.278
C 6.649 -1.624 -0.981
C -6.149 3.590 5.097
H 0.981 -5.930 -10.382
H -2.835 7.747 2.173
H -1.910 -0.107 -1.126
H -0.936 -0.849 0.144
H -0.050 -2.417 -3.470
C 3.554 0.359 3.693
H -0.553 -2.885 -8.112
H -0.869 -6.006 0.590
C 2.129 -6.327 -1.173
C -3.543 4.477 2.689
C -2.685 -3.351 0.674
C 0.071 -5.448 -10.016
H -1.138 -2.280 5.374
H 7.537 -1.505 -0.356
H 0.083 -3.011 -6.475
H -3.561 4.602 1.604
H 0.198 -0.216 -4.641
H -1.553 -2.806 2.406
C -2.717 9.628 3.246
H -1.182 0.413 -3.747
H -4.434 3.295 6.341
H 4.151 0.903 2.900
H -5.051 2.920 2.732
*
```

HOMO, eV: -5.343
Max |F|, eV Å⁻¹: 1.765
HOMO-LUMO gap, eV: 7.5
LUMO, eV: 2.115

***

max |F| of number 1 (C36H81BBrN2O11PSSi2)? 2.921 eV Å⁻¹